Entry 1:
The following is a DFT calculation (ωB97M-V/def2-TZVPD) of C29H41CoF5P2S as an isolated structure in a non-equilibrium geometry.

## Properties
LUMO energy (alpha / beta) ... -2.408 / -6.006 eV
Kohn-Sham gap (alpha / beta) ... 7.7 / 5.0 eV
2S+1 ... 5
Charge ... +1
HOMO energy (alpha / beta) ... -10.092 / -11.004 eV
Expectation value of S² ... 6.061
Energy above the lowest of the compared OMol25 structures with the same formula, charge and spin ... 0.0 kcal/mol

Atoms and positions in Å:
Co  -0.03344  0.16860  -0.19073
C  1.02099  1.67283  0.65685
C  0.22353  2.05932  -0.47422
C  -1.19299  1.23625  1.17467
C  0.14482  1.17918  1.67003
C  -1.15740  1.76134  -0.15849
C  2.45224  2.02872  0.88239
H  3.00810  2.07141  -0.06319
H  2.93791  1.29751  1.53532
H  2.53955  3.01324  1.36960
C  0.53966  0.89369  3.07612
H  1.61010  0.65685  3.14557
H  -0.02832  0.04377  3.47871
H  0.35206  1.77177  3.72141
C  -2.41992  1.01879  1.99088
H  -2.61194  1.89054  2.63629
H  -2.31155  0.14277  2.64008
H  -3.30859  0.87245  1.36447
C  -2.35316  2.25889  -0.89648
H  -2.69306  3.22713  -0.49422
H  -3.18784  1.55492  -0.81030
H  -2.13075  2.39840  -1.96122
C  0.69211  2.93653  -1.58306
H  0.49282  3.99303  -1.35124
H  0.19514  2.69809  -2.53051
H  1.77077  2.83535  -1.73644
C  1.41621  -2.05963  -0.40139
C  1.93781  -0.81938  -0.73706
C  2.17453  -0.25758  -2.12580
C  0.94931  -0.26573  -3.05606
C  -0.36825  -0.12803  -2.32024
C  -1.06653  -1.16098  -1.69562
C  -0.70696  -2.62169  -1.78878
C  0.70908  -3.03301  -1.28417
H  3.04370  -0.74943  -2.60192
H  0.96692  -1.11917  -3.76266
H  2.48070  0.80111  -2.01098
H  1.32673  -3.34271  -2.14201
H  1.72060  -2.45815  0.58173
H  2.64766  -0.41736  -0.00178
H  0.58295  -3.96761  -0.70615
H  -1.46523  -3.19246  -1.22737
H  -2.12238  -0.96852  -1.46558
H  -0.81038  -2.96143  -2.83364
H  1.01764  0.61743  -3.71851
H  -0.98665  0.70395  -2.67987
P  1.13285  -3.34808  -5.20056
C  2.02641  -4.90926  -4.76233
C  2.13455  -2.98218  -6.71379
P  -1.68677  -3.10852  -6.21164
C  -0.22951  -4.25828  -6.07918
C  -1.52039  -2.73670  -8.02123
C  -2.88719  -4.48086  -6.52488
H  1.42791  -5.47864  -4.03886
H  2.99083  -4.65671  -4.30653
H  2.17805  -5.51437  -5.66829
H  2.32932  -3.90856  -7.27301
H  3.08717  -2.54857  -6.38238
H  1.62869  -2.25272  -7.35964
H  -2.54521  -5.08730  -7.37157
H  -3.86447  -4.03904  -6.74396
H  -2.96823  -5.10746  -5.62826
H  -0.52509  -5.14153  -5.48561
H  0.10374  -4.58086  -7.08453
H  -2.44482  -2.23191  -8.32746
H  -1.41011  -3.66929  -8.58980
H  -0.67396  -2.06871  -8.22398
F  -0.71685  -3.35108  7.02583
C  -0.74763  -3.05674  5.71206
C  0.42567  -3.11663  4.95420
F  1.58701  -3.48900  5.53889
C  0.39711  -2.79270  3.60121
F  1.55851  -2.88289  2.88771
C  -0.79760  -2.38915  2.95232
S  -0.83396  -2.00383  1.27474
C  -1.97917  -2.41033  3.73973
F  -3.18325  -2.17187  3.13867
C  -1.95121  -2.70238  5.09793
F  -3.08220  -2.64989  5.83425

Cartesian forces (eV/Å) of the 3 atoms listed first:
Co 0.6 -5.3 -0.8
C -0.3 1.4 0.9
C -0.3 1.9 0.7

=====

Entry 2:
The following is a DFT calculation (ωB97M-V/def2-TZVPD) of C29H41F5P2RuS as an isolated structure in a non-equilibrium geometry.

## Properties
LUMO energy (alpha / beta) ... -6.676 / -8.447 eV
Kohn-Sham gap (alpha / beta) ... 5.8 / 5.8 eV
2S+1 ... 5
Charge ... +2
HOMO energy (alpha / beta) ... -12.489 / -14.233 eV
Expectation value of S² ... 6.040
Energy above the lowest of the compared OMol25 structures with the same formula, charge and spin ... 16.8 kcal/mol

Atoms and positions in Å:
Ru  0.44627  -0.23457  -0.34383
C  -1.32760  1.36916  -1.06886
C  -2.03440  0.15273  -0.78967
C  -0.91381  0.80440  1.14922
C  -0.67269  1.79707  0.13562
C  -1.76041  -0.21625  0.57079
C  -1.31908  2.13670  -2.33502
H  -1.65963  1.52714  -3.17798
H  -0.30856  2.50427  -2.55646
H  -1.97742  3.01589  -2.26381
C  -0.00685  3.09655  0.34380
H  0.22064  3.57393  -0.61424
H  0.92460  2.96366  0.89800
H  -0.63838  3.78325  0.92864
C  -0.57176  0.92355  2.58032
H  -1.33028  1.48989  3.14156
H  0.38523  1.44390  2.69818
H  -0.49033  -0.06844  3.03632
C  -2.37027  -1.32796  1.33905
H  -3.22758  -0.97363  1.93626
H  -1.64273  -1.75852  2.04105
H  -2.73362  -2.12158  0.67432
C  -2.97184  -0.54406  -1.70201
H  -3.99346  -0.16457  -1.54663
H  -2.98768  -1.62193  -1.50907
H  -2.71840  -0.37379  -2.75302
C  3.28763  -2.83509  -3.94281
C  2.30813  -2.38769  -4.75316
C  1.39841  -3.28609  -5.53542
C  0.96349  -4.59395  -4.81864
C  0.74103  -4.50915  -3.33976
C  1.66533  -4.91636  -2.43637
C  3.12223  -5.11135  -2.72646
C  3.71470  -4.26878  -3.88574
H  1.87262  -3.57989  -6.48913
H  1.67571  -5.39742  -5.06366
H  0.49372  -2.72753  -5.82521
H  3.52897  -4.77741  -4.84465
H  3.93177  -2.13364  -3.39735
H  2.27419  -1.33482  -5.05732
H  4.80784  -4.28518  -3.75414
H  3.69176  -4.89270  -1.80676
H  1.39986  -5.24855  -1.42425
H  3.32410  -6.17443  -2.95417
H  0.01220  -4.90583  -5.28195
H  -0.29541  -4.30309  -3.04543
P  1.59006  -0.52599  -2.31056
C  2.97129  0.41767  -2.93949
C  0.25120  -0.82701  -3.49179
P  0.92615  -2.42574  -0.00779
C  2.07011  -2.10564  -1.44419
C  -0.48254  -3.45765  -0.47113
C  1.73380  -3.17963  1.39366
H  3.66895  0.64866  -2.12379
H  2.57737  1.36870  -3.32789
H  3.51260  -0.09307  -3.74610
H  0.23104  -1.86854  -3.83740
H  0.38669  -0.16160  -4.35754
H  -0.72395  -0.60986  -3.03562
H  2.15568  -4.15243  1.10988
H  0.97944  -3.31967  2.18181
H  2.53074  -2.53209  1.77720
H  3.12626  -2.12015  -1.13566
H  1.89192  -2.87675  -2.19077
H  -0.99887  -3.76062  0.44974
H  -0.17708  -4.35204  -1.01256
H  -1.18834  -2.89696  -1.09510
F  4.70070  0.64766  5.91096
C  4.19249  0.67425  4.66364
C  4.43447  -0.38765  3.79252
F  5.18414  -1.43716  4.20100
C  3.91029  -0.35522  2.50937
F  4.31151  -1.29333  1.59828
C  3.05772  0.68064  2.07880
S  2.48476  0.71211  0.41969
C  2.89359  1.76714  2.96675
F  2.30523  2.92390  2.53085
C  3.43199  1.76826  4.24909
F  3.23416  2.81783  5.07301

Cartesian forces (eV/Å) of the 3 atoms listed first:
Ru -1.1 2.1 1.5
C 0.4 -1.1 0.4
C -0.1 0.7 0.4

=====

Entry 3:
The following is a DFT calculation (ωB97M-V/def2-TZVPD) of C29H41IrNO4SbSeSi2 as an isolated structure.

## Properties
LUMO energy (alpha / beta) ... -2.433 / -6.138 eV
Kohn-Sham gap (alpha / beta) ... 6.1 / 4.6 eV
2S+1 ... 6
Charge ... +1
HOMO energy (alpha / beta) ... -8.556 / -10.705 eV
Expectation value of S² ... 8.799
Energy above the lowest of the compared OMol25 structures with the same formula, charge and spin ... 45.7 kcal/mol

Atoms and positions in Å:
Ir  -1.33834  -0.58368  -0.04364
O  -3.47385  2.07402  2.17914
C  -2.65264  1.12081  1.71081
O  -2.46835  1.07029  0.40445
C  -1.99329  0.25730  2.59910
C  -2.00513  0.21877  4.01449
C  -1.23801  -0.75951  4.64609
C  -0.47670  -1.68602  3.95482
C  -0.48079  -1.62325  2.53145
N  -1.23098  -0.66101  1.94007
C  0.15318  -2.39933  1.54365
O  0.93210  -3.45739  1.79399
O  0.03336  -2.10648  0.28956
H  -3.87257  2.52591  1.42298
H  -2.59359  0.93119  4.56953
H  -1.24099  -0.79885  5.72711
H  0.09114  -2.43606  4.48504
H  0.96109  -3.63890  2.74141
C  0.54821  -1.60985  -3.06167
Si  -1.01619  -0.80556  -2.45582
C  -1.14357  0.96248  -3.10272
C  -2.50364  -1.82263  -2.99549
C  -2.71378  -2.05523  -4.35655
C  -3.77834  -2.82684  -4.78986
C  -4.65079  -3.38052  -3.86318
C  -4.45466  -3.15361  -2.51191
C  -3.38884  -2.37104  -2.06132
Si  -3.15279  -2.08065  -0.22390
C  -4.66177  -1.26942  0.51967
C  -2.75419  -3.67664  0.65274
H  0.47838  -1.79015  -4.13669
H  0.69999  -2.56805  -2.56718
H  1.42666  -0.99352  -2.87975
H  -1.33832  0.92962  -4.17662
H  -0.21200  1.51178  -2.94416
H  -1.96032  1.50918  -2.62973
H  -2.03661  -1.63778  -5.09314
H  -3.92717  -3.00130  -5.84691
H  -5.48156  -3.98712  -4.19647
H  -5.14695  -3.59268  -1.80235
H  -5.50203  -1.96570  0.47648
H  -4.93605  -0.37160  -0.03279
H  -4.50713  -1.00214  1.56593
H  -3.59675  -4.35979  0.52340
H  -2.60309  -3.52981  1.72299
H  -1.86488  -4.14721  0.23578
C  -1.06146  4.88393  -0.27102
C  0.31883  4.26946  -0.45542
Sb  0.41608  2.24290  0.22886
C  2.48325  1.71177  -0.05124
C  3.42559  2.90442  -0.04363
C  0.23172  2.50086  2.35065
C  1.17273  3.55969  2.90400
H  -1.05682  5.92543  -0.59126
H  -1.37485  4.86438  0.77368
H  -1.81411  4.35995  -0.85910
H  1.08254  4.78019  0.13323
H  0.63018  4.27881  -1.49899
H  2.53739  1.17955  -1.00086
H  2.69049  0.98472  0.73224
H  3.20846  3.60395  -0.85063
H  4.44205  2.53783  -0.19095
H  3.40357  3.45723  0.89386
H  0.40529  1.52248  2.79898
H  -0.81049  2.75435  2.54144
H  2.22079  3.30169  2.75861
H  1.00374  3.64332  3.97799
H  0.99631  4.54397  2.47052
Se  2.95987  -1.61958  -0.32333
C  4.76460  -1.10182  -0.29115
C  5.33156  -0.57629  0.87622
C  6.66136  -0.19141  0.89642
C  7.43809  -0.32119  -0.24747
C  6.88808  -0.84070  -1.41081
C  5.55979  -1.23288  -1.43499
H  4.72052  -0.48325  1.76502
H  7.09621  0.20643  1.80322
H  8.47663  -0.02023  -0.23020
H  7.49844  -0.94663  -2.29699
H  5.12614  -1.64536  -2.33570

Cartesian forces (eV/Å) of the 3 atoms listed first:
Ir 0.2 0.6 0.1
O 0.1 0.0 0.0
C -0.1 0.1 0.1